The following is a quantum chemistry calculation of one molecule with the formula C5H9NO, from OMol25.

The geometry in XYZ format:
```
16
Properties=species:S:1:pos:R:3:lowdin_charge:R:1
O 1.5086 1.8332 0.7981 -0.0271
C 0.9726 1.2040 -0.3399 -0.3553
C -0.5660 0.9931 -0.2991 -0.0459
C -0.3083 -0.4901 -0.0336 -0.4702
C -1.2240 -1.6333 -0.1673 -0.1093
N -0.7329 -1.2172 1.1527 0.0526
C 1.1687 -0.3336 -0.3889 -0.0455
H 1.2825 1.2941 1.5684 0.0957
H 1.3504 1.7648 -1.1975 0.1397
H -1.0583 1.1841 -1.2590 0.1150
H -1.0810 1.5583 0.4854 0.1169
H -0.8569 -2.5968 -0.5143 0.1017
H -2.2608 -1.4209 -0.4255 0.1060
H -1.4592 -0.7046 1.6483 0.0907
H 1.8825 -0.7396 0.3355 0.1201
H 1.4157 -0.7034 -1.3889 0.1149
```

The calculation puts the orbital gap at 10.60 eV. As for the SMILES: O[C@H]1C[C@]2(CN2)C1. The HOMO energy comes out at -9.58 eV. The relative energy (zero: lowest compared OMol25 entry of this formula, charge and spin) comes out at 61.24 kcal/mol.

---

The following is a quantum chemistry calculation of one molecule with the formula C5H6O, from OMol25.

The geometry in XYZ format:
```
12
Properties=species:S:1:pos:R:3:lowdin_charge:R:1
C -1.2746 -0.8924 2.1687 0.0064
C -0.7375 -0.3160 1.1294 -0.1025
C -0.3477 0.3629 0.0840 -0.1254
C 1.0245 0.4766 -0.5319 -0.1577
C 0.8533 0.2178 -2.0122 -0.2796
O 0.9085 1.0778 -2.8575 0.0535
H -1.3235 -0.3696 3.1189 0.0603
H -1.7160 -1.8824 2.1131 0.0587
H -1.1329 0.9117 -0.4322 0.1205
H 1.7208 -0.2435 -0.0955 0.1191
H 1.4294 1.4852 -0.4064 0.1195
H 0.5957 -0.8280 -2.2784 0.1271
```

The calculation puts the orbital gap at 10.60 eV. As for the SMILES: C=C=CCC=O. The HOMO energy comes out at -9.71 eV. The relative energy (zero: lowest compared OMol25 entry of this formula, charge and spin) comes out at 41.60 kcal/mol.

---

The following is a quantum chemistry calculation of a 2-piece molecular cluster, C24H42B2FN2O11S overall in a non-equilibrium geometry, from OMol25.

The geometry in XYZ format:
```
83
Properties=species:S:1:pos:R:3:lowdin_charge:R:1
C 4.3253 1.6195 0.3439 -0.0644
C 3.7350 0.2866 1.0427 -0.2267
N 2.8344 -0.3202 0.0537 0.0041
C 2.1579 -1.5646 0.4453 -0.1723
B 2.4652 -2.1359 1.9308 -0.4850
O 3.6925 -2.7546 2.2798 0.1491
O 1.5706 -2.0267 3.0366 0.0285
C 2.1213 -1.0930 3.9961 -0.2186
C 1.2554 0.1981 4.2240 -0.0733
C 2.4697 -2.6445 -0.7125 -0.0570
B 4.0472 -2.9141 -0.9361 -0.5490
O 5.0869 -2.1934 -0.3669 0.1843
O 4.3803 -4.0328 -1.7728 0.0042
C 4.2890 -5.2489 -0.9796 -0.2072
C 2.9570 -6.0612 -1.2773 -0.0625
C 1.9496 -2.1786 -2.1380 -0.0661
N 0.4911 -1.8865 -2.1831 -0.0792
C -0.3809 -3.1244 -2.3331 -0.0546
C -1.4006 -2.9610 -3.5613 -0.0247
C -2.8207 -3.4118 -3.0326 -0.4885
O -3.5045 -2.5882 -2.4718 0.0990
O -3.2457 -4.7133 -3.1624 0.1019
C 0.0547 -0.9650 -1.0992 -0.0013
C 0.5628 -1.3133 0.3401 -0.3439
F -0.0391 -2.5329 0.6991 0.0796
O 0.2158 -0.2077 1.1639 0.0557
C -1.0418 -0.3476 1.7989 -0.3583
O -1.2250 -1.0234 2.7658 0.1551
C -2.2896 0.4572 1.3077 -0.0797
C -2.4217 1.0684 -0.0119 -0.0251
C -3.6404 1.8311 -0.3195 -0.0675
C -4.7319 2.0067 0.6445 -0.0616
C -4.6004 1.3998 1.9729 -0.0483
C -3.3993 0.6388 2.2677 -0.0037
H 5.4444 1.6353 0.4570 0.0795
H 4.0011 1.6259 -0.7285 0.0713
H 3.9038 2.5248 0.8683 0.0753
H 4.6485 -0.3144 1.2854 0.1198
H 3.2216 0.6862 1.9696 0.1105
H 2.2138 0.4224 -0.2661 0.1108
H 3.5108 -3.3426 3.0362 0.1303
H 2.1894 -1.6085 4.9976 0.1352
H 3.1641 -0.7458 3.7578 0.1159
H 0.2242 -0.0087 4.6076 0.0809
H 1.7662 0.7950 5.0380 0.0920
H 1.2557 0.8811 3.3258 0.0728
H 1.9727 -3.6315 -0.5132 0.1416
H 5.8364 -2.7622 -0.1160 0.1378
H 5.1482 -5.9337 -1.2217 0.1330
H 4.3547 -5.0465 0.1254 0.1227
H 2.5491 -6.4872 -0.3144 0.0875
H 3.1369 -6.9353 -1.9572 0.0824
H 2.1583 -5.4102 -1.7366 0.0568
H 2.4869 -1.2194 -2.4023 0.1604
H 2.2936 -2.9316 -2.8971 0.1527
H 0.3384 -1.3755 -3.0683 0.1782
H -1.0139 -3.3190 -1.4378 0.1425
H 0.3114 -3.9548 -2.6078 0.1330
H -1.5443 -1.8806 -3.8462 0.1352
H -1.1204 -3.5965 -4.4380 0.1317
H -4.0056 -4.8196 -2.5500 0.1433
H -1.0732 -0.9810 -1.0853 0.1472
H 0.3542 0.0792 -1.3899 0.1607
H -1.6199 1.0032 -0.7746 0.0833
H -3.7839 2.3179 -1.3170 0.1102
H -5.6432 2.5999 0.4135 0.1104
H -5.3553 1.4954 2.7914 0.1112
H -3.2896 0.1601 3.2691 0.1175
O -1.5300 7.1112 -0.2545 -0.2701
S -2.5847 6.1458 -0.3463 0.5830
O -2.9098 5.5001 -1.5865 -0.2893
O -3.9234 6.7742 0.2782 -0.2641
C -4.4003 8.0215 -0.2466 -0.2567
C -5.0549 7.8505 -1.6041 -0.0754
C -2.3327 4.8994 0.8776 -0.1211
H -3.5903 8.7538 -0.2873 0.1179
H -5.1387 8.3974 0.4630 0.1235
H -4.3276 7.5471 -2.3581 0.0696
H -5.5087 8.7869 -1.9335 0.0837
H -5.8244 7.0770 -1.5666 0.0842
H -2.1234 5.3752 1.8333 0.0788
H -1.4816 4.2957 0.5650 0.0738
H -3.2247 4.2800 0.9365 0.0458
```

The calculation puts the orbital gap at 8.89 eV. Its net charge is +1. The HOMO energy comes out at -11.71 eV.

---

The following is a quantum chemistry calculation of one molecule with the formula C5H7NO in a non-equilibrium geometry, from OMol25.

The geometry in XYZ format:
```
14
Properties=species:S:1:pos:R:3:lowdin_charge:R:1
C -1.4864 -1.1028 0.1906 -0.0644
C -0.2621 -0.3370 0.6211 -0.2680
C 0.9724 -0.3765 -0.3686 -0.0724
C 1.0712 1.1576 -0.6621 -0.1014
O 0.6978 1.7078 1.1483 0.0460
C -0.2478 1.1711 0.4621 -0.4265
N -0.2023 1.6704 -0.8155 0.1230
H -2.3071 -0.9304 0.8943 0.0822
H -1.2724 -2.1757 0.1652 0.0825
H -1.8039 -0.7733 -0.8028 0.0854
H 0.0630 -0.5810 1.6349 0.1398
H 1.8607 -0.9051 -0.0014 0.1161
H 0.6664 -0.8321 -1.3254 0.1221
H 1.9041 1.5935 -1.2151 0.1355
```

The calculation puts the orbital gap (spin up / spin down) at 9.25 / 9.24 eV. The HOMO energy (spin up / spin down) comes out at -8.97 / -8.97 eV. The relative energy (zero: lowest compared OMol25 entry of this formula, charge and spin) comes out at 113.41 kcal/mol.

---

The following is a quantum chemistry calculation of a 4-piece molecular cluster, CH10O3 overall in a non-equilibrium geometry, from OMol25.

The geometry in XYZ format:
```
14
Properties=species:S:1:pos:R:3:lowdin_charge:R:1
C -0.2893 -2.5302 2.1426 -0.0610
H 0.2974 -3.3667 1.6736 0.0366
H -1.1250 -2.2579 1.5780 -0.0285
H 0.2458 -1.6052 2.4372 0.0201
H -0.6588 -2.9827 3.1192 0.0350
O -1.5211 -0.2813 -3.0368 -0.0923
H -1.5781 0.3662 -3.6576 -0.0503
H -1.4103 0.2397 -2.1159 0.0451
O -0.8205 1.1902 -0.7878 -0.0905
H -1.0010 0.5564 -0.0432 0.0845
H -1.5102 1.9114 -0.9446 0.1039
O 3.4094 2.7907 -0.2440 -0.0674
H 3.4176 3.5007 0.4082 0.0340
H 2.5441 2.4686 -0.5290 0.0308
```

The calculation puts the orbital gap at 10.94 eV. As for the SMILES: C.O.O.O. The HOMO energy comes out at -10.77 eV. The relative energy (zero: lowest compared OMol25 entry of this formula, charge and spin) comes out at 28.51 kcal/mol.

---

The following is a quantum chemistry calculation of one molecule with the formula C6H6N2O3S in a non-equilibrium geometry, from OMol25.

The geometry in XYZ format:
```
18
Properties=species:S:1:pos:R:3:lowdin_charge:R:1
O 0.7698 0.7215 2.6806 0.0121
N 0.0664 -0.1374 3.1305 -0.4450
O -0.5876 -0.1733 4.1072 0.1167
N 0.0215 -1.4635 2.2537 -0.1417
S 0.9522 -1.4021 1.0177 0.7959
O 1.2441 -2.7027 0.5031 -0.3426
C 0.2772 -0.3644 -0.2738 -0.3175
C -0.6694 -0.9324 -1.1061 -0.0594
C -1.2815 -0.1391 -2.0614 -0.0611
C -0.9359 1.1988 -2.1671 -0.0681
C 0.0261 1.7500 -1.3348 -0.0621
C 0.6393 0.9637 -0.3714 -0.0773
H 2.1594 -0.7595 1.3527 0.1036
H -0.9008 -1.9785 -0.9903 0.1177
H -2.0303 -0.5613 -2.7072 0.1082
H -1.4241 1.8197 -2.9039 0.1080
H 0.2940 2.7898 -1.4304 0.1089
H 1.3795 1.3706 0.3009 0.1037
```

The calculation puts the orbital gap at 10.29 eV. As for the SMILES: O=[N+]([O-])N=[S@@H](=O)c1ccccc1. The HOMO energy comes out at -10.07 eV. The relative energy (zero: lowest compared OMol25 entry of this formula, charge and spin) comes out at 142.77 kcal/mol.